(1)
{"formula": "C2H5N2P", "method": "ωB97M-V with the def2-TZVPD basis set", "species": ["H", "N", "C", "C", "N", "P", "H", "H", "H", "H"], "coordinates": [[-3.264384, -0.258197, 0.074856], [-2.504305, 0.314838, 0.028121], [-1.465213, -0.377495, 0.147633], [-0.092711, 0.285358, 0.361506], [0.867844, -0.363541, -0.152925], [2.535837, 0.050242, 0.058835], [-1.567441, -1.498377, 0.164243], [-0.008777, 1.152286, 1.111737], [2.951349, -0.607350, -0.996809], [2.547803, 1.302239, -0.797198]], "forces_ev_per_angstrom": [[-2.9113, -1.8564, -0.4251], [2.1977, 2.4589, 0.4459], [0.5676, -0.1146, 0.5981], [-0.4054, -1.2020, 0.5136], [-0.0705, 0.5270, 0.2408], [-0.9878, 2.8381, 0.8603], [0.8751, 0.9022, 0.0243], [-0.2398, -0.8528, -1.3740], [0.9787, -1.6039, -2.0330], [-0.0043, -1.0965, 1.1490]], "nbo_charge": [0.331, -0.586, 0.086, 0.083, -0.677, 0.513, 0.168, 0.175, -0.055, -0.036], "e_above_lowest_ev": 1.420, "mol_weight_g_mol": 88.0, "total_energy_ha": -529.99015, "smiles": "[H]/N=C/C=N/P"}

---

(2)
{"formula": "C3H9NO2", "method": "ωB97M-V with the def2-TZVPD basis set", "species": ["C", "C", "N", "O", "H", "H", "H", "H", "H", "C", "O", "H", "H", "H", "H"], "coordinates": [[-0.469044, -0.615904, 2.916518], [-0.091692, -0.288740, 1.466714], [-1.065228, 0.221938, 0.605059], [0.985588, -0.566652, 0.885152], [-1.615002, -0.738700, 2.941815], [-0.196842, 0.281580, 3.499250], [0.004401, -1.479394, 3.112282], [-0.876079, 0.668591, -0.381388], [-1.938876, 0.507428, 1.006293], [0.618390, 0.213370, -3.249720], [0.167253, 0.897402, -2.056819], [1.597019, 0.603934, -3.451970], [-0.304627, 0.455212, -3.926867], [0.521641, -0.956988, -3.232792], [0.696314, 0.606427, -1.229765]], "forces_ev_per_angstrom": [[-3.1836, 3.7244, -2.3294], [0.8809, -0.2636, -4.0351], [0.0075, 1.1455, -0.4696], [-1.2298, 0.4481, 2.2052], [1.7951, 0.0945, 0.2055], [0.0407, -0.7748, 0.1446], [1.7247, -2.8205, 1.3491], [-0.1528, -1.5502, 2.6717], [-0.2040, 0.0927, 0.0910], [-3.6787, -1.2173, 0.1677], [1.2245, -1.1384, 2.2025], [0.2891, -0.1632, -0.9660], [2.4361, -0.0071, 0.3621], [0.7470, 2.0672, 0.5099], [-0.6966, 0.3626, -2.1093]], "nbo_charge": [-0.688, 0.675, -0.849, -0.653, 0.217, 0.242, 0.236, 0.437, 0.373, -0.257, -0.773, 0.186, 0.191, 0.173, 0.489], "e_above_lowest_ev": 1.915, "mol_weight_g_mol": 91.1, "total_energy_ha": -324.90223, "smiles": "CC(N)=O.CO"}

---

(3)
{"formula": "C19H23N5O", "method": "ωB97M-V with the def2-TZVPD basis set", "species": ["C", "C", "C", "C", "C", "N", "C", "N", "N", "C", "C", "O", "C", "C", "N", "N", "C", "C", "C", "C", "C", "C", "C", "C", "C", "H", "H", "H", "H", "H", "H", "H", "H", "H", "H", "H", "H", "H", "H", "H", "H", "H", "H", "H", "H", "H", "H", "H"], "coordinates": [[-1.520112, -3.635319, -2.800419], [-2.426021, -4.089524, -1.662606], [-3.912347, -3.922318, -2.001716], [-2.142883, -3.411263, -0.315014], [-2.262103, -1.882098, -0.329791], [-0.990420, -1.466124, 0.251923], [-0.168248, -2.532273, 0.422594], [-0.761420, -3.686709, 0.125682], [1.117684, -2.372661, 0.874453], [2.069267, -3.473893, 0.941965], [1.561795, -1.058998, 1.151721], [2.706725, -0.889621, 1.618921], [0.685571, 0.108453, 0.977759], [-0.593988, -0.202088, 0.474893], [-1.346923, 0.839632, 0.327732], [-0.586843, 1.855509, 0.815394], [-1.098775, 3.192572, 0.997361], [0.703484, 1.438388, 1.198188], [1.805206, 2.257916, 1.786801], [2.149543, 3.508913, 1.003081], [2.461840, 3.449163, -0.377165], [2.734064, 4.615140, -1.079749], [2.684015, 5.844094, -0.392867], [2.354916, 5.930247, 0.955639], [2.070111, 4.743806, 1.638282], [-1.594575, -2.565397, -3.015957], [-0.443535, -3.869874, -2.551580], [-1.737564, -4.155874, -3.742378], [-2.207025, -5.149406, -1.589732], [-4.461447, -4.492355, -1.242469], [-4.115225, -4.340890, -2.984920], [-4.228015, -2.878730, -1.935299], [-2.841713, -3.736788, 0.460445], [-3.114511, -1.532465, 0.326993], [-2.390141, -1.438365, -1.321470], [2.759230, -3.403899, 0.118746], [2.590539, -3.440331, 1.895879], [1.564146, -4.455878, 0.911672], [-0.652195, 3.906912, 0.261911], [-0.858131, 3.524041, 1.993179], [-2.207811, 3.249891, 0.901856], [1.426557, 2.512997, 2.755345], [2.741143, 1.658254, 1.970337], [2.456556, 2.492739, -0.863575], [2.982263, 4.571153, -2.112858], [2.836245, 6.730518, -0.987616], [2.346830, 6.882172, 1.449436], [1.854239, 4.770633, 2.698998]], "forces_ev_per_angstrom": [[1.3266, 0.0918, 0.0924], [-0.3269, 0.2892, -0.3999], [0.3918, -0.4615, 0.5919], [1.0756, 0.1546, 0.0469], [-0.9345, 0.8410, 0.7255], [-0.4512, -0.0157, -0.4584], [-2.1596, -3.7366, -1.0420], [1.7348, 1.5017, 0.7396], [-0.6089, 1.7274, -0.1672], [-0.4739, -0.7450, 0.5953], [3.1923, 0.8875, 1.7706], [-1.5000, -0.6936, -0.9154], [-0.6546, -3.6499, -0.8237], [0.2369, 0.6262, 0.1294], [-0.7201, 0.9809, 0.3421], [2.1924, 0.2393, 0.5461], [-0.5839, 0.8022, -0.9859], [-1.2883, 0.7315, -0.5926], [0.5937, -0.1178, -0.3600], [-0.3813, 0.2305, -0.5715], [-0.1813, 0.4645, 1.0208], [-0.3146, 0.1738, 1.6676], [-0.2196, -0.3002, -0.5785], [0.1644, -0.9775, -0.6782], [0.5449, 0.1588, -0.1163], [0.0130, 0.0012, 0.0558], [-1.0618, 0.3486, -0.2013], [-0.1460, 0.0004, 0.3017], [-0.1307, -0.2951, 0.5120], [-0.2534, 0.1521, -0.2569], [-0.2206, 0.1339, -0.0499], [-0.0256, -0.0325, -0.2376], [0.0347, -0.5888, -0.1955], [0.9208, -0.1932, -0.7802], [0.0220, 0.0026, 0.0686], [0.3897, 0.0250, -0.2080], [0.1789, 0.2681, -0.1313], [-0.1610, 0.7802, -0.2207], [-0.3007, -0.5484, 0.5466], [0.1885, 0.2237, 0.3869], [0.8970, -0.4997, -0.0772], [0.0522, 0.5540, 0.8508], [-1.1993, 0.1550, -0.4092], [0.0963, -0.3390, -0.2176], [0.1097, 0.0719, -0.6551], [0.1944, 0.2845, 0.1286], [-0.1188, 0.2580, 0.1825], [-0.1340, 0.0343, 0.0284]], "nbo_charge": [-0.617, -0.217, -0.606, -0.069, -0.222, -0.413, 0.598, -0.554, -0.429, -0.408, 0.683, -0.620, -0.291, 0.352, -0.303, -0.170, -0.413, 0.249, -0.472, -0.022, -0.203, -0.204, -0.212, -0.210, -0.209, 0.194, 0.224, 0.212, 0.211, 0.208, 0.212, 0.199, 0.193, 0.211, 0.205, 0.209, 0.226, 0.244, 0.216, 0.205, 0.236, 0.229, 0.280, 0.217, 0.216, 0.211, 0.218, 0.208], "e_above_lowest_ev": 1.376, "mol_weight_g_mol": 337.4, "total_energy_ha": -1086.84083, "smiles": "CC(C)[C@@H]1CN2C(=N1)N(C)C(=O)c1c2nn(C)c1Cc1ccccc1"}

---

(4)
{"formula": "C5H5N3O5", "method": "ωB97M-V with the def2-TZVPD basis set", "species": ["O", "N", "O", "C", "C", "C", "O", "N", "O", "O", "C", "N", "C", "H", "H", "H", "H", "H"], "coordinates": [[-0.129867, -1.596216, -2.870525], [-1.044059, -1.389008, -2.045575], [-2.184983, -1.721027, -2.286494], [-0.688578, -0.570870, -0.852096], [0.560074, -0.106839, -0.736955], [1.000429, 0.828413, 0.476835], [1.959901, 1.787982, 0.199399], [1.487322, -0.305342, 1.567321], [0.779926, -1.233490, 1.794826], [2.532778, -0.025883, 2.076992], [-0.243659, 1.220799, 1.151174], [-1.350492, 0.820021, 0.867071], [-1.815912, -0.113976, -0.006182], [1.202670, -0.414700, -1.450069], [2.841237, 1.385691, 0.343100], [-0.050420, 1.951799, 1.894475], [-2.523417, 0.411345, -0.597591], [-2.332948, -0.928697, 0.474293]], "forces_ev_per_angstrom": [[-0.8704, 0.1484, 1.5513], [1.8312, -0.0252, -2.6838], [-0.0845, 0.3176, 1.3225], [0.2130, 0.1439, -0.5059], [-2.1053, 1.2603, 2.6670], [-0.2053, -3.7346, -2.2944], [-0.6015, -1.1898, 0.7972], [0.5298, 1.7387, -1.0920], [-0.5131, -0.5768, 0.1051], [1.1739, -0.1384, 0.6263], [2.2774, 1.8637, -0.4255], [-3.1766, 1.0795, 3.0516], [0.9985, -1.2207, -1.5526], [2.4923, -0.7061, -2.1094], [-0.4043, 0.2228, 0.0221], [-0.3219, 0.9236, 1.0102], [-1.0208, 0.1201, -0.8889], [-0.2123, -0.2269, 0.3993]], "nbo_charge": [-0.391, 0.503, -0.344, 0.087, -0.164, 0.262, -0.663, 0.531, -0.344, -0.375, 0.095, -0.334, -0.300, 0.241, 0.508, 0.186, 0.249, 0.252], "e_above_lowest_ev": 5.078, "mol_weight_g_mol": 187.1, "total_energy_ha": -733.73255, "smiles": "O=[N+]([O-])C1=C[C@](O)([N+](=O)[O-])C=NC1"}

---

(5)
{"formula": "C16H40O18S2V", "method": "ωB97M-V with the def2-TZVPD basis set", "species": ["O", "V", "O", "S", "O", "O", "O", "O", "S", "O", "O", "O", "O", "C", "O", "C", "C", "O", "C", "H", "H", "H", "H", "H", "H", "H", "H", "H", "H", "C", "O", "C", "C", "O", "C", "H", "H", "H", "H", "H", "H", "H", "H", "H", "H", "C", "O", "C", "C", "O", "C", "H", "H", "H", "H", "H", "H", "H", "H", "H", "H", "C", "O", "C", "C", "O", "C", "H", "H", "H", "H", "H", "H", "H", "H", "H", "H"], "coordinates": [[24.018990, 1.663690, -10.552260], [23.277290, 0.229760, -10.666640], [22.585170, 0.007990, -9.205360], [26.715590, -3.076450, -10.404940], [27.433270, -2.729650, -11.635220], [26.314520, -4.482840, -10.380590], [27.576510, -2.904310, -9.238510], [25.576550, -2.174980, -10.285610], [24.120300, -0.379500, -15.514890], [24.117360, 0.812790, -16.360920], [23.654620, -0.125630, -14.134380], [23.179740, -1.227660, -16.228670], [25.485910, -0.999280, -15.519500], [32.861010, -0.935770, -9.232300], [31.473740, -0.627390, -8.952030], [31.060340, 0.665360, -9.355810], [29.572100, 0.820650, -8.999790], [29.359360, 0.376490, -7.617040], [28.030640, 0.586340, -7.275390], [33.219980, -1.871960, -8.804770], [33.506550, -0.130830, -8.880940], [33.069260, -0.938340, -10.302220], [31.167960, 0.766090, -10.435800], [31.651780, 1.464560, -8.909080], [28.946250, 0.331730, -9.746370], [29.258890, 1.862360, -9.069350], [27.838720, 1.626910, -7.013720], [27.814880, 0.031310, -6.362430], [27.317060, 0.260420, -8.032150], [21.485780, -2.892370, -12.515030], [20.849560, -1.733790, -12.005130], [19.900720, -1.098610, -12.887810], [19.406790, 0.135390, -12.087020], [20.497910, 1.022630, -11.920100], [20.593390, 2.067880, -12.886090], [20.719930, -3.665690, -12.455600], [22.393170, -3.316730, -12.085320], [21.639470, -2.709730, -13.578580], [19.124230, -1.775960, -13.243280], [20.395650, -0.846840, -13.825770], [18.998030, -0.200430, -11.134010], [18.603720, 0.651390, -12.613260], [20.610350, 1.634820, -13.886230], [21.636330, 2.371460, -12.795430], [19.869350, 2.825510, -12.586320], [21.223170, 8.219320, -6.911200], [21.868460, 9.465680, -6.747040], [23.239540, 9.475730, -7.263630], [24.174160, 8.384200, -6.745750], [23.902240, 7.118910, -7.294290], [25.069870, 6.257220, -7.348510], [21.231210, 7.709520, -7.874600], [20.204030, 8.424680, -6.583660], [21.705830, 7.541550, -6.207110], [23.613960, 10.459570, -6.980850], [23.307460, 9.466140, -8.351460], [24.119120, 8.476850, -5.661080], [25.163750, 8.726960, -7.047950], [25.747670, 6.470860, -8.174980], [24.614070, 5.299520, -7.599850], [25.637250, 6.273370, -6.417980], [23.162740, -5.548940, -7.262880], [24.384780, -6.278090, -7.031450], [25.159850, -5.808810, -5.950600], [26.344630, -6.725780, -5.749610], [26.942390, -6.969940, -7.047070], [28.079980, -7.748560, -6.949390], [22.769420, -5.907760, -8.214010], [23.226970, -4.469400, -7.399150], [22.439910, -5.854070, -6.506230], [24.613660, -5.800600, -5.007360], [25.462660, -4.763410, -6.010170], [25.880600, -7.635540, -5.368690], [27.025000, -6.311500, -5.005580], [28.299780, -7.984080, -7.990700], [27.904660, -8.603160, -6.295920], [28.929210, -7.240580, -6.492400]], "forces_ev_per_angstrom": [[-1.3765, -2.4047, -0.4788], [0.8156, 1.3063, 2.1450], [1.0680, 0.1144, -2.8928], [2.7355, -1.5316, -0.4638], [0.1874, 0.0943, -0.4294], [-1.2710, -0.7762, -0.6385], [0.9450, 1.0608, 1.3943], [-3.4349, 1.9096, 0.6301], [2.0803, -1.0253, -2.0651], [0.6060, 2.7870, 0.2473], [-0.6122, 0.5970, 1.8870], [-1.9753, -2.5696, 0.0383], [-0.9748, 0.5560, 0.5943], [-0.8897, 1.2931, -0.3459], [1.5362, -0.6016, 0.0957], [-0.6788, -0.5415, 0.0486], [0.4809, -0.3052, 0.9899], [0.6638, 0.4304, -2.0574], [-0.7819, -0.2273, 0.7301], [-0.7053, -0.0116, 0.1634], [0.1250, 0.2303, 0.5217], [-0.3102, -0.3220, -0.3651], [-0.0628, 0.0635, -0.3077], [0.3099, 0.0165, 0.4505], [-0.0949, -0.8177, 0.4123], [0.2937, 0.4684, 0.0586], [-0.0414, 0.5467, -0.2069], [0.0897, -0.2601, -0.0299], [0.0719, -0.1311, -0.1693], [-1.5203, -0.5409, -1.8918], [0.1534, 0.9701, 0.9070], [1.0713, -0.0176, 0.6423], [0.5726, -0.7228, -1.3021], [-0.0371, -0.3457, 0.9656], [1.2237, -1.1703, 0.5691], [-0.0623, -0.6073, -0.0220], [0.0658, 1.0912, 0.6255], [0.6149, -0.1694, -0.1417], [-0.5417, -0.3342, 0.6331], [0.4188, 0.5652, 0.0094], [0.3876, 0.1127, 0.2409], [-0.1872, 0.0236, -0.2461], [-0.8047, 0.3107, -0.2812], [-0.1662, 0.6891, 0.1288], [-0.0179, 0.2709, -0.7433], [-0.1705, -0.2153, 1.3351], [1.7663, 0.1933, -1.5116], [-0.8806, -0.0028, 0.2020], [-0.3278, 1.0752, -0.3335], [0.9225, 0.1539, 0.2945], [-1.2583, -0.0695, -0.4163], [0.2100, 0.5968, -0.3864], [-0.1029, -0.3323, -0.1377], [-0.3236, -0.4323, 0.0125], [0.1548, -0.0858, 0.3052], [-0.6307, -0.2218, -0.2933], [0.0997, -0.7620, 0.4253], [0.3449, -0.0373, -0.0112], [-0.0513, 0.5631, -0.0993], [0.4421, -0.2339, 0.4638], [-0.2038, -0.2170, 0.1349], [0.3902, -1.0831, -0.4267], [-0.4277, 0.8959, 0.2609], [0.0029, 0.6453, 0.0317], [-0.6724, -0.0990, -1.8665], [-0.8485, 0.7873, 2.0087], [0.1382, 0.0523, -0.2743], [0.1868, -0.1547, -0.0405], [0.5412, 0.0670, 0.4579], [-0.1860, 0.3731, 0.3640], [-0.5688, -0.3948, 0.3961], [0.1881, 0.1623, -0.9103], [0.4577, -0.6650, 0.0881], [0.3026, 0.0674, -0.0705], [0.3776, -0.4680, 0.2390], [-0.0853, -0.7005, -0.2304], [0.2430, 0.4679, -0.0615]], "mulliken_charge": [-0.728, 1.883, -0.719, 1.061, -0.705, -0.717, -0.700, -0.527, 1.029, -0.783, -0.563, -0.801, -0.745, -0.813, -0.212, -0.595, -0.444, -0.325, -0.723, 0.236, 0.317, 0.318, 0.363, 0.327, 0.338, 0.347, 0.267, 0.246, 0.338, -0.846, -0.244, -0.461, -0.627, -0.161, -0.822, 0.293, 0.356, 0.302, 0.386, 0.292, 0.267, 0.401, 0.394, 0.236, 0.263, -0.592, -0.375, -0.645, -0.405, -0.307, -0.778, 0.286, 0.248, 0.237, 0.347, 0.360, 0.288, 0.451, 0.297, 0.277, 0.312, -0.801, -0.280, -0.470, -0.572, -0.144, -0.818, 0.247, 0.315, 0.330, 0.341, 0.366, 0.308, 0.340, 0.219, 0.322, 0.297], "e_above_lowest_ev": 4.670, "mol_weight_g_mol": 635.6, "charge": -3, "total_energy_ha": -3727.85421}